1.
DFT (wB97M-V/def2-TZVPD) results for C26H53ClCrF6N3O22S2 as an isolated structure at a distorted geometry.

Summary:
**Lowest unoccupied orbital energy (alpha / beta)**: -2.9 / -1.7 eV
**Max |F|**: 4.16 eV Å⁻¹
**Multiplicity**: 4

Each line ends with the Löwdin spin population.
Atoms and positions in Å:
O (-18.5831, 6.4813, 5.3917)  0.000
H (-24.3085, 6.3271, -2.0044)  0.000
O (-19.4886, 7.5173, 9.9059)  0.000
O (-25.6794, 6.1486, 5.5983)  0.005
H (-20.4055, 8.4812, 6.9174)  0.000
C (-19.5397, 4.0191, 4.0798)  0.000
C (-22.3042, 6.8583, 1.5001)  0.000
C (-23.9538, 7.0362, -1.2422)  0.000
H (-28.1547, 1.2753, 8.1157)  0.000
H (-19.2305, 2.7672, 1.7647)  0.000
C (-20.1545, 2.5383, 2.3232)  0.000
N (-23.7050, 7.2566, 1.2493)  0.000
H (-26.6250, 2.8053, 8.7646)  0.000
H (-21.3710, 4.1854, 10.8722)  0.000
Cr (-24.8076, 2.2851, 6.2656)  2.864
H (-26.4600, 8.2922, -0.9143)  0.000
C (-27.1388, 1.0960, 7.7533)  0.001
H (-26.0075, 9.4065, -2.1614)  0.000
O (-25.5153, 5.8996, 8.0288)  0.001
H (-18.5824, 4.0845, 11.9278)  0.000
H (-21.5074, 0.9657, 2.6821)  0.000
H (-23.9004, 5.4974, 0.1661)  0.000
H (-26.1023, 7.6439, -2.4983)  0.000
H (-23.9748, 0.3218, 9.4571)  0.000
C (-19.6182, 6.4706, 10.4470)  0.000
O (-24.4259, 8.3411, -1.4856)  0.000
C (-19.1471, 6.7139, 6.6763)  0.000
H (-21.6365, 7.4027, 0.8123)  0.000
C (-25.7885, 8.4103, -1.7780)  0.000
C (-21.8975, 1.3078, 5.5728)  0.002
C (-18.5881, 7.6106, 4.6638)  0.000
H (-28.8035, 1.9410, 6.0757)  0.000
C (-22.3513, 6.9064, 5.1806)  0.000
H (-27.0408, 0.0171, 7.5998)  0.000
O (-22.4020, 5.5548, 8.2149)  -0.002
C (-19.2271, 4.3317, 11.0889)  0.000
H (-23.5430, 8.1818, 0.8520)  0.000
H (-21.0032, 1.6337, 6.1033)  0.000
O (-22.7951, 6.7584, 3.8465)  0.000
H (-20.8637, 4.4798, 12.5312)  0.000
C (-25.7914, 2.5817, 2.2639)  0.002
H (-26.3198, 1.4331, 9.8069)  -0.001
C (-22.9110, 0.3848, 7.5957)  0.003
H (-27.6954, 2.7143, 4.8818)  0.000
H (-22.8671, 7.0749, -1.3489)  0.000
O (-23.1099, 3.8321, 6.7660)  0.000
O (-24.5439, 4.7913, 2.9389)  0.003
O (-26.8264, 1.7509, 6.5307)  0.011
O (-19.8594, 2.6893, 3.7036)  0.000
H (-21.3589, -0.3872, -1.7895)  0.000
H (-21.5384, -0.9959, 1.2255)  0.000
O (-23.1928, 2.8128, 2.4622)  0.003
N (-20.9275, 0.8790, 0.6944)  0.000
H (-20.0517, 6.1623, 6.9093)  0.000
H (-19.5002, 3.9779, 5.1732)  0.000
Cl (-22.2911, 4.1723, 7.9382)  0.001
H (-20.3541, 4.7210, 3.8745)  0.000
C (-26.2443, 1.7828, 8.7773)  0.002
H (-19.8177, 0.4424, 2.4461)  0.000
O (-20.9266, 3.8295, 7.6184)  0.000
H (-24.8400, -0.3756, 8.1171)  0.001
H (-27.8479, 0.9340, 4.9525)  0.000
H (-25.3966, 6.4640, 0.2648)  0.000
S (-24.3453, 3.4016, 3.0738)  0.010
H (-20.8389, 3.3148, 1.9702)  0.000
C (-20.5911, 1.1244, 2.0893)  0.000
O (-24.5232, 2.9215, 4.4875)  0.065
S (-25.9926, 5.4174, 6.7695)  0.003
H (-19.3478, 3.5072, 10.3865)  0.000
H (-24.9976, -0.5995, -1.0431)  0.000
O (-20.6978, 6.1232, 11.1833)  0.000
H (-18.5516, 4.3257, 3.7334)  0.000
H (-24.3822, 2.3248, 9.0101)  0.001
F (-26.9197, 3.2100, 2.6134)  0.000
H (-24.1309, 0.0322, -2.4918)  0.000
C (-24.1972, 0.4618, 8.3971)  0.004
O (-18.1025, 7.7465, 3.5870)  0.000
F (-28.2284, 6.6816, 7.1809)  -0.001
O (-18.7222, 5.4612, 10.3959)  0.000
O (-23.0382, 1.2058, 6.4444)  0.022
N (-24.8489, 1.7990, 8.2659)  -0.021
H (-18.3961, 6.5489, 7.4478)  0.000
H (-21.7527, 8.3135, 2.9866)  0.000
C (-24.3126, 6.5127, 0.1428)  0.000
H (-21.9261, -1.8636, -0.9887)  0.000
C (-27.8345, 5.4379, 6.9713)  -0.002
H (-22.1103, 2.0123, 4.7773)  0.000
C (-27.8691, 1.8611, 5.5262)  0.003
O (-25.8044, 3.9333, 6.6391)  0.020
C (-21.8067, -0.7776, -0.8677)  0.000
C (-21.8603, 7.2197, 2.8943)  0.000
C (-19.3639, 8.2509, 6.7122)  0.000
H (-23.9271, -1.6572, -1.8829)  0.000
H (-21.5872, 7.6706, 5.3352)  0.000
H (-23.2565, 7.0629, 5.7642)  0.000
C (-20.9962, -0.5473, 0.3714)  0.000
O (-23.0735, -0.1645, -0.7046)  0.000
O (-19.1891, 8.6254, 5.3386)  0.000
F (-25.6494, 2.5174, 0.9608)  0.001
H (-18.6695, 8.6828, 7.4249)  0.000
H (-20.8620, 6.8301, 3.1477)  0.000
H (-22.0506, 0.6483, 8.2180)  0.000
F (-28.1645, 4.6623, 8.0290)  0.000
C (-20.6650, 4.7349, 11.4917)  0.000
H (-21.6768, 0.3251, 5.1471)  0.001
O (-22.7022, 3.3149, 9.0446)  0.000
C (-24.0631, -0.6045, -1.6091)  0.000
H (-22.0804, 5.8171, 1.2465)  0.000
F (-25.9384, 1.3172, 2.7402)  0.000
H (-20.0007, -0.9874, 0.3249)  0.000
H (-22.6641, -0.6255, 7.2510)  0.001
H (-21.9238, 5.9471, 5.5069)  0.000
H (-21.8545, 1.2603, 0.5420)  0.000
F (-28.4755, 4.9349, 5.9072)  0.000

=====

2.
DFT (wB97M-V/def2-TZVPD) results for a 4-piece molecular cluster, C26H53ClF4N5O overall at a distorted geometry.

Summary:
**Net charge**: +1
**Lowest unoccupied orbital energy**: -5.2 eV
**Max |F|**: 1.56 eV Å⁻¹
**Multiplicity**: 1

Each line ends with the Löwdin charge.
Atoms and positions in Å:
H (2.0776, -4.0779, -4.3486)  0.067
N (1.9340, -3.2963, 2.7077)  -0.198
C (2.7285, -0.8662, 2.8111)  -0.073
C (2.8961, -4.0061, 3.5329)  -0.240
H (-3.8711, 3.5533, -0.3694)  0.152
H (3.5710, -0.9532, 3.4943)  0.061
H (2.0182, -6.0188, -7.2259)  0.073
C (2.0700, -3.4608, 1.2783)  -0.279
H (-3.9555, -0.5957, -1.3980)  0.146
H (2.9836, -2.9878, 0.8842)  0.106
C (1.4710, -4.2643, -3.4619)  -0.091
F (0.9597, 2.2998, 2.4957)  0.104
C (-1.3338, 8.4266, 4.9688)  -0.088
H (0.4890, -5.8394, -2.4292)  0.111
H (-0.8610, 2.9850, 2.3404)  0.166
H (-0.4091, -6.0053, -6.4683)  0.114
H (-1.4274, 7.0178, 1.2812)  0.108
C (2.0382, -4.9121, 0.8251)  -0.078
H (0.6337, 5.2789, 3.5725)  0.111
O (-5.2591, 1.7096, -1.5650)  0.002
H (1.8282, -6.3803, -3.4309)  0.106
H (0.7396, -1.6252, 2.5694)  0.082
C (-0.7237, -7.2497, -4.1972)  -0.252
H (-2.1307, 8.0615, 2.4681)  0.101
H (-7.1137, 2.4316, -3.6131)  0.089
H (-1.6784, 9.2459, 4.3368)  0.066
H (0.9670, -8.4967, -3.5749)  0.067
N (-0.5429, 6.9257, 3.1587)  -0.200
H (2.0978, -4.0600, -2.5920)  0.058
H (0.2078, 6.9639, 5.0868)  0.119
C (-0.1679, 7.6737, 4.3453)  -0.272
C (-5.1488, 2.6181, -2.7394)  -0.174
H (3.1023, -0.9159, 1.7875)  0.070
H (-1.5346, -7.3268, -4.9261)  0.111
H (0.5688, -4.6885, -5.9234)  0.099
H (1.1551, -5.4254, 1.2079)  0.083
C (-0.0938, 2.5653, 1.6964)  -0.330
H (-2.1738, 7.7570, 5.1580)  0.079
C (0.4622, 5.9678, 2.7361)  -0.261
N (-0.0102, -6.0044, -4.4305)  -0.204
H (0.6415, -3.5539, -3.4543)  0.073
C (1.6869, -6.4738, -6.2906)  -0.079
C (-1.1680, 7.6972, 2.0988)  -0.252
H (2.6596, -3.8164, 4.5821)  0.116
C (0.9648, -5.6980, -3.4042)  -0.282
C (-3.4220, 2.5733, -0.3297)  0.035
C (-0.4747, 1.1811, 1.0794)  -0.471
C (-2.2932, 0.1950, -0.2674)  -0.555
C (1.8265, 6.5008, 2.2855)  -0.072
H (4.9801, -4.4995, 3.7974)  0.075
H (1.4009, -1.9001, 4.1527)  0.117
H (0.0099, 9.5328, 2.3133)  0.069
H (-1.0785, 9.5131, 0.9341)  0.073
C (0.4191, -5.7650, -5.7979)  -0.248
H (4.6480, -3.7654, 2.2358)  0.068
H (-4.1297, 2.5359, -3.1108)  0.128
C (-4.0986, 1.5012, -0.9667)  -0.247
H (-5.9894, 1.1126, -4.0038)  0.089
C (4.3863, -3.7346, 3.2945)  -0.078
H (2.3063, 0.1295, 2.9561)  0.052
H (0.4113, 8.5921, 0.8719)  0.055
H (1.7751, 6.9757, 1.3069)  0.059
F (-0.6150, 0.3388, 2.0949)  0.156
H (2.5318, 5.6712, 2.1982)  0.072
C (1.6548, -1.9252, 3.0894)  -0.249
C (-0.4015, 8.8970, 1.5291)  -0.078
H (0.0482, 5.3470, 1.9399)  0.083
H (-5.3029, 3.6433, -2.4195)  0.127
H (1.5151, -7.5291, -6.4941)  0.056
H (1.2243, -2.9514, 0.8020)  0.098
H (-1.0258, 8.8591, 5.9208)  0.075
H (2.0065, -4.9569, -0.2648)  0.052
H (2.5102, -6.3899, -5.5800)  0.067
H (2.7261, -5.0784, 3.4045)  0.104
C (0.0795, -8.5547, -4.2054)  -0.083
C (-3.5132, 0.2646, -0.9299)  0.065
F (0.5097, 0.8112, 0.2713)  0.170
H (0.3841, -8.8394, -5.2111)  0.056
H (-0.5411, -9.3660, -3.8202)  0.072
N (-1.7568, 1.2581, 0.3279)  0.031
H (4.6995, -2.7730, 3.6981)  0.055
H (2.9234, -5.4624, 1.1447)  0.071
H (0.6508, 8.3829, 4.1521)  0.105
H (-5.8118, 2.7165, -4.7260)  0.094
C (-6.0822, 2.1755, -3.8245)  -0.047
F (0.3448, 3.3790, 0.7467)  0.120
N (-2.3008, 2.4854, 0.3156)  0.198
Cl (-1.5083, -1.3079, -0.2649)  0.917
H (-1.2210, -7.1645, -3.2251)  0.107
H (2.2456, 7.2104, 2.9979)  0.071